1.
DFT (wB97M-V/def2-TZVPD) results for a molecular structure, C31H42BrN3P2Sr in a non-equilibrium geometry.

```
! wB97M-V def2-TZVPD RIJCOSX def2/J DEFGRID3
* xyz 2 1
C 2.220 4.524 -1.421
C 1.243 4.143 -2.366
C 1.674 3.906 -3.686
C 3.055 3.923 -3.969
N 3.963 4.185 -3.025
C 3.570 4.535 -1.793
C -0.116 3.918 -1.964
C -1.007 3.495 -1.247
C -2.056 3.124 -0.384
C -2.835 1.999 -0.702
C -3.551 1.329 0.311
C -3.513 2.022 1.473
C -2.847 3.110 1.914
C -2.124 3.750 0.874
Sr -2.068 0.451 2.622
P 1.197 0.030 0.613
H 0.967 3.669 -4.483
H 1.969 4.767 -0.385
H 3.422 3.724 -4.988
H 4.360 4.827 -1.068
H -1.564 4.665 1.037
H -2.850 1.670 -1.742
H -2.818 3.431 2.959
H -4.025 0.351 0.210
C 1.787 -1.751 0.731
C 2.884 -2.264 -0.183
H 0.865 -2.335 0.568
H 2.065 -1.902 1.786
H 3.078 -3.313 0.063
H 2.600 -2.238 -1.236
H 3.830 -1.732 -0.062
C 1.249 0.435 -1.205
C 2.603 0.656 -1.879
H 0.631 1.343 -1.310
H 0.693 -0.365 -1.732
H 2.439 0.920 -2.934
H 3.148 1.500 -1.435
H 3.251 -0.232 -1.872
C 2.577 1.054 1.300
C 3.998 0.498 1.345
H 2.245 1.267 2.331
H 2.568 2.013 0.759
H 4.629 1.182 1.931
H 4.050 -0.484 1.826
H 4.454 0.412 0.349
Br -3.932 -0.578 4.434
P -1.450 -1.674 -1.888
C -0.440 -2.887 -2.821
C -1.059 -4.281 -3.054
H 0.485 -3.022 -2.219
H -0.132 -2.434 -3.781
H -0.292 -4.925 -3.520
H -1.350 -4.762 -2.102
H -1.930 -4.256 -3.742
C -2.563 -2.663 -0.804
C -3.911 -3.189 -1.325
H -2.776 -1.977 0.042
H -1.969 -3.490 -0.383
H -4.408 -3.701 -0.484
H -4.580 -2.377 -1.644
H -3.804 -3.926 -2.139
C -2.612 -0.904 -3.088
C -2.987 -1.694 -4.341
H -2.120 0.040 -3.386
H -3.515 -0.621 -2.525
H -3.594 -1.031 -4.976
H -2.109 -1.990 -4.933
H -3.593 -2.590 -4.115
N 2.816 -3.326 5.956
C 1.903 -2.600 6.011
C 0.862 -1.609 6.036
C 0.380 -1.168 7.280
C -0.659 -0.249 7.306
C -1.095 0.312 6.078
N -0.575 -0.060 4.905
C 0.422 -0.969 4.875
H 0.876 -1.511 8.194
H -1.141 0.030 8.242
H -1.905 1.055 6.082
H 0.843 -1.182 3.899
*
```

## Properties
Relative energy (zero: lowest compared OMol25 entry of this formula, charge and spin) in kcal/mol: 120.7
HOMO-LUMO gap (alpha / beta) in eV: 2.683 / 2.693

Results of the Mulliken charge analysis, in e, for atoms 1 through 6:
1 C -0.18
2 C 0.71
3 C -0.41
4 C -0.41
5 N -0.50
6 C -0.47

2.
DFT (wB97M-V/def2-TZVPD) results for a molecular structure, C31H42BrN5O4RbS2Si in a non-equilibrium geometry.

```
! wB97M-V def2-TZVPD RIJCOSX def2/J DEFGRID3
* xyz -1 1
Rb 0.490 -2.145 -0.646
Br 3.272 6.478 -7.220
C 1.805 5.735 -6.258
C 1.780 5.745 -4.898
C 0.545 5.552 -4.312
C -0.553 5.215 -5.085
C -0.478 5.213 -6.438
C 0.727 5.454 -7.041
N -1.817 5.064 -4.376
N -2.033 3.975 -3.781
C -1.310 2.762 -3.824
C -0.226 2.463 -4.686
C 0.472 1.276 -4.688
C 0.158 0.179 -3.751
O 0.851 -0.834 -3.535
C -1.096 0.388 -3.012
N -1.526 -0.649 -2.262
C -2.587 -0.514 -1.484
C -3.304 0.674 -1.422
C -2.802 1.789 -2.038
C -1.739 1.709 -2.958
H 2.633 5.919 -4.328
H 0.393 5.529 -3.213
H -1.362 5.028 -6.984
H 0.746 5.582 -8.109
H 0.073 3.113 -5.474
H 1.353 1.043 -5.306
H -2.918 -1.405 -0.939
H -4.138 0.766 -0.686
H -3.259 2.743 -1.894
C -0.390 -4.263 3.008
C 0.743 -3.267 3.274
C 2.044 -3.929 2.701
C 0.798 -2.917 4.740
O 0.447 -2.108 2.433
Si 0.527 -0.426 2.684
S 0.237 0.498 0.887
O 2.024 -0.255 3.299
C 2.614 0.801 4.008
C 2.009 2.165 3.740
C 2.407 0.405 5.451
C 4.111 0.785 3.627
O -0.525 -0.223 3.941
C -1.788 0.362 4.114
C -2.224 0.149 5.568
C -2.850 -0.229 3.151
C -1.794 1.909 3.926
H -0.500 -5.039 3.775
H -0.286 -4.786 2.073
H -1.271 -3.588 2.946
H 2.200 -4.841 3.257
H 2.872 -3.222 2.805
H 1.975 -4.103 1.613
H 0.859 -3.886 5.274
H -0.103 -2.468 5.062
H 1.636 -2.267 4.947
H 1.070 2.273 4.306
H 1.789 2.366 2.720
H 2.697 2.930 4.117
H 1.273 0.345 5.606
H 2.842 1.077 6.190
H 2.774 -0.638 5.616
H 4.089 0.888 2.503
H 4.563 -0.158 3.929
H 4.658 1.618 4.048
H -2.444 -0.892 5.805
H -3.138 0.660 5.761
H -1.431 0.588 6.231
H -2.941 -1.340 3.309
H -2.430 -0.098 2.136
H -3.788 0.286 3.228
H -0.992 2.328 4.575
H -2.777 2.268 4.243
H -1.628 2.146 2.891
C 1.336 -4.619 -4.538
N 0.033 -4.403 -3.934
C -0.908 -3.625 -4.534
C -2.006 -3.587 -3.740
N -1.652 -4.302 -2.614
C -0.384 -4.820 -2.722
S 0.455 -5.708 -1.543
H 1.922 -3.687 -4.458
H 1.227 -4.899 -5.574
H 1.726 -5.497 -4.041
H -0.749 -3.166 -5.539
H -2.898 -3.033 -3.849
H -2.208 -4.406 -1.780
*
```

## Properties
HOMO-LUMO gap in eV: 6.170

Results of the Mulliken charge analysis, in e, for atoms 1 through 6:
1 Rb 0.86
2 Br -0.24
3 C 0.23
4 C -0.79
5 C 0.19
6 C -0.16

| no. | DFT total energy (Ha) |
| --- | --- |
| 1 | -4657.3938 |
| 2 | -5465.4250 |